Record 1
{
  "formula": "C26H23BrN3O5PPt",
  "method": "the ωB97M-V functional and the def2-TZVPD basis",
  "energy_ev": -124619.423,
  "orbital_gap_ha": 0.269,
  "homo_ev": -8.442,
  "de_lowest_ev": 1.8270,
  "elements": ["Pt", "C", "C", "C", "C", "C", "C", "P", "C", "C", "C", "C", "C", "C", "C", "C", "C", "C", "C", "C", "H", "H", "H", "H", "H", "H", "H", "H", "H", "H", "H", "H", "H", "H", "N", "N", "C", "O", "O", "H", "H", "H", "C", "O", "H", "H", "H", "Br", "C", "C", "N", "C", "C", "C", "C", "O", "O", "H", "H", "H"],
  "positions_angstrom": [[-0.313, 0.738, 1.327], [3.088, -1.104, -3.631], [2.458, -2.233, -3.117], [1.589, -2.109, -2.048], [1.357, -0.846, -1.494], [1.991, 0.282, -2.009], [2.859, 0.148, -3.082], [0.242, -0.633, -0.127], [-2.476, -1.594, -0.782], [-3.253, -1.211, 0.298], [-4.203, -2.099, 0.773], [-4.383, -3.325, 0.145], [-3.615, -3.671, -0.955], [-2.640, -2.804, -1.426], [-0.026, -1.981, 0.970], [0.034, -3.365, 1.087], [-0.247, -3.902, 2.331], [-0.578, -3.075, 3.408], [-0.626, -1.691, 3.295], [-0.328, -1.124, 2.061], [3.767, -1.206, -4.469], [2.648, -3.205, -3.552], [1.089, -2.979, -1.646], [1.806, 1.255, -1.569], [3.353, 1.021, -3.485], [-3.061, -0.247, 0.748], [-4.806, -1.827, 1.628], [-5.131, -4.014, 0.513], [-3.763, -4.626, -1.442], [-2.010, -3.065, -2.268], [0.274, -4.017, 0.258], [-0.212, -4.974, 2.468], [-0.801, -3.530, 4.365], [-0.896, -1.071, 4.141], [0.585, 2.453, 2.941], [-0.246, 2.292, 4.067], [-1.588, 1.902, 3.805], [-2.412, 2.087, 4.679], [-1.798, 1.341, 2.665], [1.552, 2.338, 3.214], [0.457, 3.357, 2.492], [-0.218, 3.039, 4.748], [-1.580, 0.001, -2.395], [-1.421, -0.743, -1.164], [-1.873, -0.680, -3.191], [-0.628, 0.475, -2.618], [-2.325, 0.778, -2.234], [4.188, 5.999, -2.497], [3.355, 4.745, -1.355], [4.097, 4.143, -0.346], [3.575, 3.247, 0.480], [2.286, 2.939, 0.328], [1.462, 3.490, -0.645], [2.025, 4.418, -1.517], [-0.003, 3.112, -0.844], [-0.525, 3.469, -1.894], [-0.604, 2.450, 0.075], [5.142, 4.393, -0.210], [1.899, 2.188, 0.999], [1.408, 4.849, -2.294]],
  "mulliken_charge": [1.807, -0.597, -0.700, -0.721, 0.359, 0.130, -0.628, 1.230, 0.168, -0.195, -0.764, -0.545, -0.728, -0.391, 0.210, -0.843, -0.706, -0.660, -0.488, -0.161, 0.386, 0.441, 0.220, 0.464, 0.499, 0.503, 0.471, 0.415, 0.396, 0.414, 0.404, 0.415, 0.399, 0.480, -0.270, -0.505, 0.578, -0.720, -0.910, 0.260, 0.284, 0.272, -0.707, 0.295, 0.399, 0.208, 0.281, -0.181, 0.027, -0.404, -0.681, -0.148, 0.550, -0.801, 0.401, -0.764, -0.908, 0.398, 0.771, 0.593]
}

Record 2
{
  "formula": "C26H23Cl2NO2",
  "method": "the ωB97M-V functional and the def2-TZVPD basis",
  "energy_ev": -57962.190,
  "orbital_gap_ha": 0.159,
  "homo_ev": -6.417,
  "elements": ["Cl", "C", "C", "C", "C", "C", "C", "C", "C", "C", "C", "C", "Cl", "C", "C", "C", "C", "H", "H", "H", "H", "H", "H", "H", "H", "H", "H", "H", "C", "C", "O", "C", "C", "N", "C", "C", "C", "C", "C", "C", "C", "O", "H", "H", "H", "H", "H", "H", "H", "H", "H", "H", "H", "H"],
  "positions_angstrom": [[3.321, 2.138, 4.877], [2.801, 1.290, 3.487], [2.869, 1.911, 2.230], [2.350, 1.264, 1.118], [1.763, -0.023, 1.215], [1.178, -0.639, 0.053], [0.851, -2.000, 0.003], [0.673, -2.701, -1.182], [0.375, -4.100, -1.267], [0.209, -4.708, -2.543], [-0.127, -6.050, -2.673], [-0.294, -6.836, -1.521], [-0.743, -8.477, -1.674], [-0.086, -6.283, -0.247], [0.248, -4.937, -0.122], [1.793, -0.667, 2.484], [2.288, -0.008, 3.607], [3.321, 2.895, 2.139], [2.410, 1.735, 0.133], [1.205, -0.079, -0.888], [0.713, -2.539, 0.944], [0.790, -2.162, -2.124], [0.356, -4.095, -3.434], [-0.273, -6.496, -3.653], [-0.199, -6.913, 0.632], [0.421, -4.518, 0.872], [1.437, -1.693, 2.580], [2.292, -0.498, 4.577], [-1.972, -1.894, -3.862], [-2.044, -0.453, -3.436], [-1.445, -0.380, -2.115], [-1.445, 0.891, -1.648], [-0.916, 0.978, -0.263], [-0.847, 2.171, 0.215], [-0.447, 2.777, 1.282], [-0.635, 4.200, 1.488], [0.221, 4.914, 2.360], [0.008, 6.269, 2.600], [-1.082, 6.924, 2.010], [-1.921, 6.234, 1.123], [-1.672, 4.891, 0.826], [-1.845, 1.841, -2.297], [-2.370, -2.008, -4.875], [-0.938, -2.258, -3.854], [-2.564, -2.530, -3.192], [-1.485, 0.202, -4.118], [-3.088, -0.110, -3.385], [-0.949, 0.052, 0.335], [0.093, 2.229, 2.073], [1.047, 4.377, 2.831], [0.685, 6.813, 3.261], [-1.274, 7.972, 2.244], [-2.773, 6.741, 0.667], [-2.286, 4.346, 0.106]],
  "mulliken_charge": [-0.215, 0.394, -0.633, -0.412, 1.214, -1.195, 0.358, -0.405, 0.912, -0.342, -0.829, 0.427, -0.207, -0.811, -0.364, -0.610, -0.818, 0.446, 0.316, 0.407, 0.122, 0.239, 0.362, 0.389, 0.391, 0.327, 0.282, 0.423, -0.914, -0.337, -0.145, 0.382, -0.626, -0.106, -0.350, 0.364, -0.230, -0.653, -0.362, -0.514, -0.404, -0.625, 0.465, 0.027, 0.272, 0.336, 0.317, 0.581, 0.515, 0.326, 0.373, 0.356, 0.359, 0.424]
}

Record 3
{
  "formula": "C26H23F6N5RuSSb",
  "method": "the ωB97M-V functional and the def2-TZVPD basis",
  "energy_ev": -71044.641,
  "orbital_gap_ha": [0.201, 0.192],
  "charge": 1,
  "homo_ev": [-10.636, -10.526],
  "de_lowest_ev": 0.0000,
  "elements": ["Ru", "C", "C", "N", "C", "C", "C", "C", "C", "C", "C", "N", "C", "C", "C", "C", "C", "C", "C", "C", "N", "C", "H", "H", "H", "H", "H", "H", "H", "H", "H", "H", "H", "H", "F", "Sb", "F", "F", "F", "F", "F", "C", "H", "H", "H", "N", "C", "S", "N", "C", "C", "C", "C", "C", "C", "H", "H", "H", "H", "H", "H", "H", "H"],
  "positions_angstrom": [[0.971, -0.516, -0.739], [-1.118, 1.156, 2.706], [-0.109, 0.799, 1.804], [-0.344, 0.110, 0.708], [-1.621, -0.303, 0.438], [-2.681, -0.016, 1.311], [-2.397, 0.740, 2.467], [-3.967, -0.532, 1.023], [-4.182, -1.252, -0.119], [-3.141, -1.502, -1.023], [-1.849, -1.090, -0.745], [-0.717, -1.333, -1.492], [-0.474, -2.267, -2.456], [-1.282, -3.323, -2.864], [-0.925, -4.103, -3.969], [0.234, -3.870, -4.664], [1.156, -2.893, -4.206], [2.420, -2.674, -4.794], [3.269, -1.753, -4.246], [2.871, -1.051, -3.101], [1.694, -1.232, -2.535], [0.820, -2.126, -3.084], [-0.862, 1.723, 3.590], [0.925, 1.043, 1.999], [-3.189, 0.949, 3.175], [-4.772, -0.352, 1.723], [-5.169, -1.638, -0.334], [-3.361, -2.003, -1.953], [-2.172, -3.578, -2.310], [-1.583, -4.901, -4.283], [0.483, -4.457, -5.539], [2.709, -3.250, -5.665], [4.253, -1.580, -4.658], [3.530, -0.337, -2.626], [0.706, -2.589, 0.304], [0.428, -3.228, 2.166], [-1.263, -2.366, 2.167], [1.137, -1.540, 2.690], [0.233, -3.737, 3.948], [2.147, -3.949, 2.034], [-0.401, -4.700, 1.360], [2.835, -0.642, 0.195], [2.651, -0.647, 1.268], [3.508, 0.171, -0.084], [3.261, -1.605, -0.092], [-0.739, 2.886, -0.511], [0.577, 2.761, -0.447], [1.423, 1.809, -1.617], [1.275, 3.352, 0.519], [0.790, 4.041, 1.674], [1.374, 3.731, 2.896], [0.910, 4.331, 4.055], [-0.135, 5.243, 3.995], [-0.684, 5.583, 2.769], [-0.218, 4.994, 1.601], [-1.216, 2.511, -1.313], [-1.249, 3.437, 0.162], [2.256, 3.108, 0.530], [2.194, 3.022, 2.933], [1.361, 4.079, 5.005], [-0.503, 5.707, 4.900], [-1.476, 6.318, 2.714], [-0.600, 5.331, 0.645]],
  "mulliken_charge": [-0.118, -1.136, -0.814, 1.424, -0.095, 1.553, -1.081, -0.916, -1.197, -0.500, 0.031, 0.215, 0.283, -0.711, -1.070, -0.810, 0.740, -0.543, -1.021, -0.085, 0.386, 0.498, 0.568, 0.779, 0.484, 0.467, 0.430, 0.785, 0.712, 0.420, 0.428, 0.464, 0.412, 0.449, -0.447, 2.272, -0.549, -0.605, -0.515, -0.532, -0.540, -1.272, 0.385, 0.364, 0.416, -0.174, 0.249, -0.271, -0.061, 0.401, -0.365, -0.726, -0.532, -0.694, -0.331, 0.244, 0.230, 0.332, 0.390, 0.411, 0.435, 0.431, 0.621]
}

Record 4
{
  "formula": "C26H23NO6S",
  "method": "the ωB97M-V functional and the def2-TZVPD basis",
  "energy_ev": -51946.000,
  "smiles": "CCN(c1ccccc1)S(=O)(=O)c1cc(C(=O)Oc2ccc3c(C)cc(=O)oc3c2)ccc1C",
  "orbital_gap_ha": 0.316,
  "homo_ev": -8.868,
  "de_lowest_ev": 0.3603,
  "elements": ["C", "H", "H", "C", "N", "S", "O", "O", "C", "C", "C", "C", "C", "C", "C", "H", "H", "H", "H", "H", "C", "O", "O", "C", "C", "C", "C", "C", "C", "H", "H", "C", "C", "C", "O", "O", "H", "C", "H", "H", "H", "H", "H", "C", "C", "C", "C", "C", "C", "H", "H", "H", "H", "H", "H", "H", "H"],
  "positions_angstrom": [[2.450, 2.732, -0.835], [3.060, 2.944, -1.709], [1.843, 3.607, -0.621], [3.322, 2.420, 0.379], [4.179, 1.261, 0.199], [3.611, -0.143, 0.917], [3.179, 0.123, 2.259], [4.565, -1.191, 0.710], [2.154, -0.486, -0.080], [0.929, -0.453, 0.549], [-0.231, -0.740, -0.169], [-0.129, -1.067, -1.519], [1.109, -1.098, -2.133], [2.277, -0.808, -1.430], [3.606, -0.821, -2.102], [3.975, 0.197, -2.217], [4.327, -1.353, -1.487], [3.541, -1.285, -3.083], [1.177, -1.354, -3.180], [-1.020, -1.295, -2.082], [-1.529, -0.687, 0.544], [-1.664, -0.336, 1.686], [-2.546, -1.064, -0.264], [-3.847, -1.141, 0.190], [-4.832, -0.807, -0.723], [-6.171, -0.907, -0.362], [-6.535, -1.341, 0.925], [-5.514, -1.678, 1.820], [-4.187, -1.587, 1.466], [-3.418, -1.852, 2.172], [-5.768, -2.020, 2.810], [-7.945, -1.412, 1.235], [-8.830, -1.063, 0.276], [-8.432, -0.621, -1.046], [-9.184, -0.302, -1.931], [-7.082, -0.567, -1.295], [-9.894, -1.094, 0.447], [-8.391, -1.862, 2.587], [-8.037, -2.872, 2.785], [-9.475, -1.852, 2.652], [-7.987, -1.205, 3.355], [-4.573, -0.469, -1.713], [0.876, -0.207, 1.598], [5.562, 1.450, 0.016], [6.020, 2.196, -1.068], [7.377, 2.378, -1.262], [8.290, 1.811, -0.390], [7.837, 1.075, 0.692], [6.480, 0.905, 0.906], [6.121, 0.349, 1.756], [8.542, 0.642, 1.385], [9.349, 1.948, -0.549], [7.721, 2.961, -2.103], [5.314, 2.637, -1.754], [2.687, 2.213, 1.245], [3.948, 3.286, 0.613], [1.789, 1.901, -1.067]],
  "mulliken_charge": [-0.834, 0.222, 0.432, -0.803, 0.341, 1.358, -0.754, -0.692, 0.268, -0.559, -0.229, -0.672, -1.091, 1.182, -1.686, 0.191, 0.320, 0.464, 0.390, 0.503, 0.729, -0.586, -0.226, 0.249, -0.287, -0.091, 0.871, -0.824, -0.858, 0.464, 0.420, 1.320, -0.501, 0.101, -0.620, -0.500, 0.405, -1.615, 0.376, 0.366, 0.380, 0.494, 0.681, 0.236, -0.014, -0.779, -0.427, -0.898, -0.179, 0.490, 0.387, 0.394, 0.385, 0.253, 0.466, 0.476, 0.110]
}

Record 5
{
  "formula": "C26H24AuBr2NOSi",
  "method": "the ωB97M-V functional and the def2-TZVPD basis",
  "energy_ev": -182545.454,
  "orbital_gap_ha": 0.190,
  "charge": -2,
  "homo_ev": -1.077,
  "de_lowest_ev": 0.0000,
  "elements": ["Au", "Br", "C", "C", "C", "Br", "C", "C", "C", "C", "N", "C", "C", "O", "H", "H", "H", "H", "C", "Si", "C", "C", "H", "H", "H", "H", "H", "H", "H", "H", "H", "C", "C", "C", "C", "C", "C", "C", "C", "C", "C", "C", "C", "C", "C", "H", "H", "H", "H", "H", "H", "H", "H", "H", "H", "H"],
  "positions_angstrom": [[-0.504, 0.213, 1.248], [2.893, -4.469, 2.581], [3.490, -2.743, 2.058], [4.857, -2.506, 2.024], [5.366, -1.290, 1.646], [7.261, -1.050, 1.616], [4.494, -0.234, 1.280], [4.920, 1.049, 0.868], [3.999, 1.998, 0.528], [2.633, 1.674, 0.606], [2.211, 0.497, 0.991], [3.093, -0.464, 1.320], [2.497, -1.774, 1.709], [1.279, -1.964, 1.712], [5.534, -3.304, 2.302], [5.981, 1.259, 0.824], [4.303, 2.987, 0.204], [1.866, 2.399, 0.351], [-3.345, 1.026, 3.263], [-1.432, 1.006, 3.239], [-1.041, 2.833, 3.660], [-1.049, 0.135, 4.896], [-3.716, 1.500, 4.181], [-3.739, 0.006, 3.219], [-3.755, 1.567, 2.405], [-1.550, 3.157, 4.577], [-1.352, 3.489, 2.842], [0.036, 2.972, 3.794], [-1.531, 0.652, 5.737], [0.028, 0.097, 5.077], [-1.406, -0.899, 4.876], [-2.095, -3.216, -5.034], [-2.757, -2.111, -4.509], [-2.327, -1.517, -3.332], [-1.208, -1.999, -2.639], [-0.571, -3.126, -3.172], [-0.999, -3.723, -4.348], [-0.700, -1.427, -1.367], [-0.815, -0.180, -0.870], [-1.373, 0.911, -1.693], [-2.477, 1.656, -1.253], [-2.990, 2.695, -2.014], [-2.397, 3.052, -3.222], [-1.280, 2.346, -3.653], [-0.780, 1.292, -2.903], [-2.437, -3.680, -5.952], [-3.627, -1.709, -5.017], [-2.867, -0.669, -2.935], [0.282, -3.533, -2.641], [-0.473, -4.591, -4.731], [-0.166, -2.159, -0.763], [-2.910, 1.399, -0.294], [-3.851, 3.244, -1.650], [-2.790, 3.877, -3.806], [-0.796, 2.613, -4.587], [0.085, 0.738, -3.250]],
  "mulliken_charge": [0.470, -0.258, -0.230, -0.247, -0.104, -0.336, 0.894, -0.728, -0.765, -0.465, 0.232, -0.333, 0.515, -0.685, 0.371, 0.262, 0.383, 0.446, -1.225, -0.129, -1.183, -1.205, 0.335, 0.293, 0.298, 0.333, 0.284, 0.296, 0.283, 0.275, 0.282, -0.368, -0.571, -0.079, 0.280, -0.437, -0.468, -0.265, -1.181, 0.181, -0.052, -0.568, -0.368, -0.564, -0.013, 0.346, 0.353, 0.402, 0.408, 0.333, 0.379, 0.444, 0.361, 0.351, 0.350, 0.386]
}

Record 6
{
  "formula": "C26H24Cl2CrN8O2S2",
  "method": "the ωB97M-V functional and the def2-TZVPD basis",
  "energy_ev": -118498.881,
  "orbital_gap_ha": [0.240, 0.229],
  "charge": 1,
  "homo_ev": [-10.020, -10.078],
  "multiplicity": 4,
  "de_lowest_ev": 0.8865,
  "elements": ["Cr", "C", "C", "N", "N", "C", "N", "S", "C", "C", "C", "C", "C", "N", "H", "H", "H", "H", "H", "H", "H", "H", "H", "H", "C", "O", "C", "C", "C", "C", "C", "C", "N", "N", "C", "C", "C", "C", "O", "C", "N", "C", "C", "C", "C", "H", "H", "H", "H", "H", "H", "H", "H", "H", "H", "H", "H", "Cl", "C", "Cl", "H", "H", "S", "C", "N"],
  "positions_angstrom": [[-0.828, -0.773, 0.207], [3.379, 0.137, 0.347], [2.052, -0.539, 0.154], [0.975, -0.162, 0.820], [1.141, 0.510, 2.017], [0.060, 0.845, 2.728], [0.260, 1.451, 3.903], [-1.521, 0.552, 2.167], [1.686, -1.181, -1.142], [2.590, -1.486, -2.138], [2.135, -2.121, -3.285], [0.793, -2.425, -3.411], [-0.063, -2.077, -2.383], [0.376, -1.465, -1.282], [3.739, 0.050, 1.372], [3.292, 1.198, 0.087], [4.141, -0.318, -0.275], [2.076, 0.619, 2.384], [1.176, 1.620, 4.282], [-0.539, 1.700, 4.459], [3.639, -1.259, -2.018], [2.833, -2.384, -4.067], [0.405, -2.933, -4.280], [-1.122, -2.291, -2.416], [-5.289, 5.123, 2.548], [-4.988, 5.831, 1.357], [-5.007, 5.146, 0.191], [-5.265, 3.779, 0.087], [-5.253, 3.167, -1.157], [-5.003, 3.907, -2.307], [-4.796, 5.282, -2.194], [-4.772, 5.896, -0.961], [-5.074, 3.433, -3.664], [-4.858, 2.259, -3.988], [-4.195, 1.342, -3.120], [-4.703, 0.074, -3.023], [-4.157, -0.899, -2.154], [-3.040, -0.602, -1.419], [-2.439, -1.424, -0.556], [-2.422, 0.661, -1.629], [-1.241, 0.835, -0.967], [-0.576, 1.961, -1.112], [-1.026, 2.982, -1.956], [-2.207, 2.823, -2.634], [-2.966, 1.647, -2.464], [-5.227, 5.850, 3.352], [-4.567, 4.322, 2.724], [-6.298, 4.705, 2.513], [-5.487, 3.187, 0.961], [-5.486, 2.113, -1.218], [-4.649, 5.855, -3.100], [-4.606, 6.960, -0.864], [-5.585, -0.158, -3.607], [-4.614, -1.874, -2.059], [0.354, 2.055, -0.564], [-0.434, 3.878, -2.069], [-2.549, 3.596, -3.309], [-3.648, -2.274, 2.198], [-2.169, -3.050, 2.691], [-0.757, -2.795, 1.590], [-2.308, -4.125, 2.688], [-1.860, -2.674, 3.659], [2.881, -2.649, 1.206], [2.028, -3.720, 0.244], [1.388, -4.408, -0.431]],
  "mulliken_charge": [-0.280, -1.807, 0.857, 1.393, -0.741, 0.642, -0.411, -0.357, -0.025, -0.946, -0.616, -0.908, -0.492, 0.686, 0.559, 0.310, 0.471, 0.213, 0.182, 0.236, 0.353, 0.464, 0.466, 0.691, -0.768, -0.447, 0.988, -0.519, -0.377, -0.325, -0.066, -0.744, -0.303, -0.652, -0.173, -0.440, -0.862, 0.980, -0.309, 0.651, 0.161, -0.152, -1.480, -0.587, 0.364, 0.245, 0.276, 0.340, 0.438, 0.514, 0.490, 0.461, 0.440, 0.546, 0.507, 0.453, 0.644, -0.066, -0.524, -0.057, 0.373, 0.361, -0.247, 0.423, -0.496]
}